(1)
Formula: C3H10O2
Source: the OMol25 dataset
Level of theory: ωB97M-V/def2-TZVPD

## Properties
- Charge: 0
- HOMO energy: -10.01 eV
- Gap between HOMO and LUMO: 0.394 Eh
- Strongest force on any atom: 4.6 eV Å⁻¹
- Structure (SMILES): CCO.CO

The geometry in XYZ format:
```
15
Properties=species:S:1:pos:R:3:forces:R:3:nbo_charge:R:1
C -1.2506 1.3777 1.2725 -1.3 -1.7 -0.8 -0.63
C -0.8667 1.0346 -0.1735 -0.1 4.5 1.0 -0.06
O -1.7913 1.7782 -1.0695 1.2 -3.1 -1.6 -0.73
H -2.2326 0.8726 1.5465 0.6 1.4 -0.7 0.21
H -0.6480 0.8575 1.9939 1.1 0.2 0.2 0.21
H -1.1921 2.4530 1.3281 -0.4 0.2 0.7 0.22
H -0.8473 0.0452 -0.3308 -0.4 -3.6 -0.8 0.18
H 0.1691 1.3873 -0.3316 -0.3 0.1 -0.2 0.15
H -1.7804 1.1653 -1.9035 -0.3 2.0 2.1 0.46
C 2.0422 -1.7600 -0.6038 -0.9 1.0 -0.6 -0.26
O 0.6898 -1.7473 -0.1236 0.1 -0.2 0.3 -0.74
H 2.2488 -0.8176 -1.1495 -0.4 -0.4 0.3 0.18
H 2.6686 -1.7169 0.2809 0.7 -0.7 -0.3 0.18
H 2.1118 -2.5595 -1.3566 0.8 -0.1 0.7 0.18
H 0.6788 -2.3703 0.6207 -0.2 0.3 -0.4 0.47
```
Positions in Å, forces in eV/Å.

=====

(2)
Formula: C3H10O2
Source: the OMol25 dataset
Level of theory: ωB97M-V/def2-TZVPD

## Properties
- Charge: 0
- HOMO energy: -10.33 eV
- Gap between HOMO and LUMO: 0.408 Eh
- Strongest force on any atom: 1.6 eV Å⁻¹
- Structure (SMILES): CC(C)O.O

The geometry in XYZ format:
```
15
Properties=species:S:1:pos:R:3:forces:R:3:nbo_charge:R:1
C -0.3626 1.1544 -0.9647 -1.4 0.4 -0.7 -0.64
C -0.6160 0.2349 0.2059 0.4 -0.8 1.2 0.09
C -0.5815 -1.2810 -0.0891 0.7 -0.2 0.6 -0.62
O -1.8947 0.3100 0.8516 -0.4 -0.5 -0.5 -0.75
H -1.0304 2.0288 -0.9128 0.2 -0.2 0.1 0.22
H -0.6587 0.6224 -1.8707 0.2 0.2 -0.2 0.21
H 0.6345 1.5715 -1.0812 0.2 -0.4 0.3 0.22
H 0.1548 0.4437 0.9726 -0.2 -0.1 -0.2 0.16
H 0.4296 -1.6980 -0.0450 0.1 0.2 -0.3 0.19
H -1.0550 -1.6501 -1.0014 -0.1 0.5 0.0 0.21
H -1.0831 -1.7426 0.7633 -0.1 -0.1 -0.2 0.23
H -2.2512 1.1551 1.0918 0.4 1.0 -0.1 0.47
O 3.0409 -0.1988 0.9435 -0.6 -0.6 0.0 -0.93
H 2.4093 -0.9175 1.1215 0.4 0.3 0.2 0.47
H 2.8641 -0.0329 0.0147 0.2 0.3 -0.2 0.46
```
Positions in Å, forces in eV/Å.

=====

(3)
Formula: C3H10O2S2
Source: the OMol25 dataset
Level of theory: ωB97M-V/def2-TZVPD

## Properties
- Charge: -1
- Multiplicity: 2
- <S²>: 0.75
- HOMO energy (alpha / beta): -0.99 / -3.75 eV
- Gap between HOMO and LUMO (alpha / beta): 0.172 / 0.272 Eh
- Strongest force on any atom: 2.6 eV Å⁻¹

The geometry in XYZ format:
```
17
Properties=species:S:1:pos:R:3:forces:R:3:nbo_charge:R:1
C -0.2867 0.3988 -1.6626 0.1 -0.5 0.5 -0.44
C -1.3685 0.8232 -0.6703 0.5 1.1 0.2 -0.06
O -0.9542 0.9776 0.6978 -0.5 -0.5 -0.6 -0.75
C 0.6561 -0.7244 -1.2341 -0.3 -0.7 0.2 -0.56
S 2.1803 -0.2789 -0.2830 -0.2 -0.5 -2.5 -0.30
S 2.2308 0.5099 1.8388 0.2 0.8 2.4 -0.56
H 0.3236 1.2624 -1.9048 0.1 0.2 -0.3 0.20
H -0.8367 0.0578 -2.5447 0.1 0.2 -0.2 0.19
H -1.6172 1.8501 -0.9754 -0.7 -0.3 -0.3 0.15
H -2.2508 0.1766 -0.7091 0.2 0.1 0.2 0.17
H -0.1386 1.4804 0.6521 0.5 -0.1 0.4 0.49
H 0.9706 -1.2725 -2.1271 0.2 0.1 -0.1 0.20
H 0.0908 -1.4630 -0.6574 0.0 0.1 0.2 0.20
H 2.3578 -0.6421 2.5257 0.0 0.1 -0.1 0.09
H -0.9644 -0.6074 1.9983 0.0 0.0 -0.4 0.49
H 0.1917 -1.1081 2.7491 0.7 0.1 0.1 0.47
O -0.5846 -1.4405 2.3067 -0.7 -0.2 0.2 -0.97
```
Positions in Å, forces in eV/Å.

=====

(4)
Formula: C3H10O3
Source: the OMol25 dataset
Level of theory: ωB97M-V/def2-TZVPD

## Properties
- Charge: 0
- HOMO energy: -10.15 eV
- Gap between HOMO and LUMO: 0.402 Eh
- Strongest force on any atom: 1.9 eV Å⁻¹
- Structure (SMILES): CCC=O.O.O

The geometry in XYZ format:
```
16
Properties=species:S:1:pos:R:3:forces:R:3:nbo_charge:R:1
C 2.0749 -2.1896 1.5855 0.0 0.3 -0.1 -0.60
C 1.4992 -0.9894 0.8208 1.2 0.3 -0.4 -0.51
C 0.8351 0.0190 1.6998 -1.6 -0.9 0.6 0.43
O -0.3704 0.1517 1.7137 0.1 0.3 -0.4 -0.54
H 2.8217 -1.8673 2.3134 -0.2 0.0 0.1 0.21
H 2.5997 -2.8284 0.8841 0.0 -0.2 -0.1 0.22
H 1.2968 -2.7745 2.0668 0.0 0.0 0.1 0.21
H 2.3586 -0.4937 0.3506 0.0 0.0 0.0 0.22
H 0.8464 -1.2972 0.0041 -0.3 0.1 0.3 0.23
H 1.3596 0.5547 2.4998 0.9 0.1 -0.2 0.12
O -2.2544 1.3586 -0.7274 0.1 0.2 0.3 -0.94
H -1.5658 1.5019 -0.0649 0.1 -0.2 -0.2 0.48
H -3.0350 1.2670 -0.1722 -0.2 -0.1 -0.2 0.47
O -2.9883 2.6866 -4.6475 0.0 -0.1 0.0 -0.94
H -2.9717 1.7620 -4.3784 0.0 0.0 0.0 0.47
H -2.5064 3.1386 -3.9483 0.0 0.0 0.0 0.47
```
Positions in Å, forces in eV/Å.

=====

(5)
Formula: C3H10O3S
Source: the OMol25 dataset
Level of theory: ωB97M-V/def2-TZVPD

## Properties
- Charge: -2
- HOMO energy: 0.37 eV
- Gap between HOMO and LUMO: 0.211 Eh
- Strongest force on any atom: 2.4 eV Å⁻¹

The geometry in XYZ format:
```
17
Properties=species:S:1:pos:R:3:forces:R:3:nbo_charge:R:1
C 0.7620 -0.2352 -0.4338 -0.8 -0.4 0.1 -0.04
O 1.6661 0.4484 0.3636 0.0 -0.6 0.1 -0.96
C -0.7593 -0.0822 -0.0728 0.6 1.5 1.8 -0.45
C -1.7230 0.5772 -1.0490 0.0 -0.9 -0.7 -0.50
S -3.5078 0.4400 -0.5691 0.3 0.3 -0.2 -0.79
H 0.9572 -0.0086 -1.4969 -0.3 0.1 -0.2 0.11
H 0.8208 -1.3487 -0.3612 0.8 -0.1 -0.1 0.08
H -0.7287 0.5654 0.8270 0.0 0.1 -0.3 0.20
H -1.1342 -0.9929 0.4071 -0.3 -0.2 -0.8 0.18
H -1.5866 0.0785 -2.0211 -0.2 -0.1 0.0 0.15
H -1.3980 1.6037 -1.2556 -0.2 0.1 0.4 0.17
H 2.6662 -0.9894 2.7306 -0.1 0.2 0.3 0.43
H 1.8937 0.0140 1.9310 -0.4 0.6 -0.5 0.52
O 2.1066 -0.2134 2.8857 0.5 -0.7 0.1 -1.02
H 2.9785 -0.2836 -0.2436 0.1 0.6 -0.3 0.51
H 2.9963 -1.5010 -1.0849 0.2 -0.1 -0.3 0.44
O 3.6094 -0.7839 -0.8857 -0.2 -0.3 0.5 -1.04
```
Positions in Å, forces in eV/Å.

=====

(6)
Formula: C3H10O3S
Source: the OMol25 dataset
Level of theory: ωB97M-V/def2-TZVPD

## Properties
- Charge: 0
- HOMO energy: -9.00 eV
- Gap between HOMO and LUMO: 0.351 Eh
- Strongest force on any atom: 1.4 eV Å⁻¹
- Structure (SMILES): O=CCCS.O.O

The geometry in XYZ format:
```
17
Properties=species:S:1:pos:R:3:forces:R:3:nbo_charge:R:1
O -0.5376 -2.2459 0.4159 0.2 0.6 0.0 -0.55
C 0.0657 -1.3761 1.0149 -0.4 -1.2 -0.1 0.45
C 0.2704 0.0081 0.4998 0.5 -0.5 -0.8 -0.53
C 1.5946 0.2107 -0.2273 0.6 -0.4 -1.3 -0.48
S 1.9721 -0.8962 -1.6934 -0.5 -0.2 0.8 -0.09
H 0.4783 -1.6740 1.9943 0.2 0.4 0.1 0.12
H 0.2577 0.7016 1.3264 -0.3 0.4 0.2 0.24
H -0.4556 0.2058 -0.2808 -0.6 0.1 0.4 0.25
H 1.4831 1.1162 -0.8053 0.2 0.7 0.6 0.24
H 2.4812 0.2245 0.3990 -0.1 0.1 0.1 0.21
H 1.0364 -1.8187 -1.4167 0.1 -0.1 -0.1 0.14
O -3.1243 -1.2513 2.0209 0.3 0.3 0.2 -0.95
H -2.7559 -2.0230 1.5818 -0.2 -0.1 -0.1 0.48
H -4.0813 -1.3070 1.9910 0.0 -0.2 -0.1 0.47
O 0.2342 3.0401 -2.2050 0.3 0.2 0.0 -0.94
H -0.0662 3.9512 -2.1085 -0.1 -0.1 0.0 0.47
H 1.1471 3.1340 -2.5069 -0.2 -0.1 0.0 0.47
```
Positions in Å, forces in eV/Å.